Entry from the Open Molecules 2025 dataset: a molecular structure, C27H44BMgN12 in a non-equilibrium geometry (wB97M-V/def2-TZVPD).

The geometry in ORCA input format:
```
! RIJCOSX wB97M-V def2-TZVPD def2/J DEFGRID3
* xyz 1 1
Mg 10.204 12.940 8.219
N 6.859 11.405 6.032
N 11.531 11.335 8.565
N 12.835 14.210 8.970
N 13.275 10.160 9.182
N 11.163 10.522 9.520
N 15.110 13.187 10.870
N 11.828 14.348 8.015
N 11.272 13.785 10.911
N 10.057 13.835 10.133
N 13.740 13.171 11.111
N 8.504 12.104 7.285
N 12.160 9.812 9.998
C 14.160 7.345 8.690
C 15.141 8.555 8.828
C 15.539 8.997 7.442
C 9.977 15.465 6.199
C 7.575 14.060 10.547
C 5.890 11.270 4.935
C 17.863 13.460 11.216
C 13.451 12.354 12.244
C 14.038 14.741 8.427
C 7.537 12.476 6.439
C 14.576 9.697 9.675
C 11.455 14.111 4.688
C 7.322 14.779 9.177
C 9.558 14.156 12.329
C 9.065 14.020 10.960
C 13.706 15.210 7.154
C 15.658 12.454 11.835
C 12.329 14.956 6.921
C 7.059 12.629 10.769
C 7.344 10.282 6.695
C 10.924 14.005 12.179
C 12.817 11.156 8.382
C 14.649 11.964 12.767
C 11.445 15.219 5.712
C 17.108 12.348 12.041
C 17.591 10.917 11.651
C 8.423 10.738 7.358
B 12.683 14.176 10.502
H 18.958 13.264 11.207
H 14.749 6.475 8.652
H 17.711 13.347 10.095
H 10.004 16.358 6.879
H 9.139 10.280 8.067
H 5.814 12.203 4.365
H 16.224 9.875 7.422
H 12.387 13.921 4.166
H 14.653 9.188 6.820
H 14.512 9.491 10.729
H 12.899 15.276 11.010
H 11.946 16.137 5.355
H 14.293 15.694 6.404
H 7.072 14.702 11.351
H 17.351 12.434 13.078
H 4.944 11.037 5.293
H 13.539 7.509 7.786
H 14.885 14.642 9.125
H 16.065 8.214 9.368
H 7.497 15.872 9.196
H 11.717 13.978 12.954
H 6.287 10.550 4.242
H 10.634 14.272 3.958
H 8.021 14.439 8.383
H 16.908 10.109 11.977
H 9.561 14.599 6.784
H 17.771 10.844 10.619
H 7.279 13.472 5.995
H 7.336 12.195 11.762
H 13.394 11.597 7.631
H 15.247 10.585 9.596
H 17.589 14.529 11.557
H 6.257 14.622 8.977
H 5.947 12.561 10.651
H 8.906 14.201 13.157
H 16.058 8.165 7.056
H 14.754 11.312 13.641
H 9.399 15.589 5.297
H 6.871 9.307 6.697
H 7.429 11.882 10.014
H 11.204 13.206 5.360
H 12.443 12.142 12.554
H 18.549 10.603 12.156
H 13.488 7.269 9.568
*
```

Kohn-Sham gap, hartree: 0.303
Energy relative to the best compared isomer or geometry (same formula, charge and spin), kJ/mol: 43.36

---

Entry from the Open Molecules 2025 dataset: a molecular structure, C25H18F3NO5PRhS2 (wB97M-V/def2-TZVPD).

The geometry in ORCA input format:
```
! RIJCOSX wB97M-V def2-TZVPD def2/J DEFGRID3
* xyz 0 1
Rh -0.134 -0.529 -0.362
S 1.431 1.147 0.031
S -1.621 -1.472 -2.393
P -2.227 0.270 0.330
F 4.380 1.693 0.535
F 6.018 0.693 -0.462
F 4.707 1.998 -1.581
O -1.599 -2.175 -3.632
O -0.279 0.444 2.592
O -1.161 -2.252 -1.204
O 0.425 -1.305 1.377
O -0.825 -0.205 -2.352
N 1.707 -1.102 -1.035
C -2.367 2.074 0.408
C -2.846 4.162 -0.698
C 3.846 -0.090 -0.919
C 2.469 -0.050 -0.684
C -4.286 -1.349 -2.893
C -3.350 -2.488 3.065
C -2.835 2.775 -0.702
C -4.089 -1.764 3.993
C -1.909 4.163 1.514
C -4.263 -0.398 3.829
C -3.517 -0.197 -0.896
C -3.271 -0.972 -2.029
C 0.262 -0.641 2.480
C 4.736 1.077 -0.598
C -2.389 4.856 0.411
C 4.374 -1.223 -1.511
C -2.946 -0.470 1.818
C -3.695 0.251 2.741
C -5.586 -0.943 -2.630
C -2.780 -1.845 1.978
C -5.854 -0.170 -1.511
C -4.828 0.196 -0.651
C 2.209 -2.204 -1.587
C 3.560 -2.298 -1.849
C -1.885 2.776 1.517
H -2.196 -2.408 1.258
H -3.214 -3.554 3.190
H -4.044 -1.949 -3.760
H -1.537 4.704 2.376
H -2.399 5.939 0.413
H -6.866 0.150 -1.301
H -4.839 0.168 4.550
H 1.505 -2.991 -1.820
H -5.053 0.793 0.225
H -3.186 2.241 -1.576
H 0.671 -1.177 3.346
H 3.966 -3.188 -2.307
H -3.209 4.698 -1.566
H -4.529 -2.267 4.845
H 5.438 -1.268 -1.703
H -1.473 2.240 2.356
H -6.386 -1.230 -3.299
H -3.829 1.318 2.623
*
```

Kohn-Sham gap, hartree: 0.299
Energy relative to the best compared isomer or geometry (same formula, charge and spin), kJ/mol: 8.86

---

Entry from the Open Molecules 2025 dataset: 2 unconnected molecules or ions with the total composition C4H10O2 (wB97M-V/def2-TZVPD).

The geometry in ORCA input format:
```
! RIJCOSX wB97M-V def2-TZVPD def2/J DEFGRID3
* xyz 0 1
O -1.163 -1.157 1.371
O 1.026 -0.178 0.348
C 2.293 -0.271 -0.262
C -0.037 -0.310 -0.576
C -2.495 -0.014 -0.200
C -1.313 -0.457 0.218
H -0.093 0.560 -1.244
H -2.579 0.530 -1.135
H -0.214 -1.146 1.577
H 3.041 -0.194 0.530
H 2.412 -1.232 -0.784
H 2.448 0.543 -0.984
H -0.238 2.677 0.974
H -3.394 -0.198 0.378
H 0.176 2.058 0.982
H 0.129 -1.210 -1.191
*
```

Kohn-Sham gap, hartree: 0.357
Energy relative to the best compared isomer or geometry (same formula, charge and spin), kJ/mol: 236.44

---

Entry from the Open Molecules 2025 dataset: a molecular structure, C4H3BaO5 in a non-equilibrium geometry (wB97M-V/def2-TZVPD).

The geometry in ORCA input format:
```
! RIJCOSX wB97M-V def2-TZVPD def2/J DEFGRID3
* xyz 0 2
Ba 0.503 -3.284 0.870
O 0.544 -0.561 0.154
O 0.206 -0.966 2.274
O -0.026 1.409 -1.837
O 0.071 1.138 1.523
O -0.815 -4.012 -2.558
C -0.504 1.874 0.452
C 0.329 -0.145 1.332
C 0.384 1.826 -0.768
C 0.016 -3.810 -1.732
H -1.488 1.459 0.188
H -0.660 2.922 0.747
H 1.440 2.149 -0.643
*
```

Kohn-Sham gap (alpha / beta), hartree: 0.143 / 0.302

---

Entry from the Open Molecules 2025 dataset: a gas-phase ion, C4H7FN3 (charge +1) in a non-equilibrium geometry (wB97M-V/def2-TZVPD).

The geometry in ORCA input format:
```
! RIJCOSX wB97M-V def2-TZVPD def2/J DEFGRID3
* xyz 1 1
F 1.087 -1.265 3.003
N -0.412 -1.537 0.057
N 0.014 -1.922 1.102
N -0.097 0.006 -0.204
C 0.571 -0.928 1.852
C 0.533 0.244 1.176
C -1.323 0.877 -0.391
C 0.829 0.082 -1.420
H 0.924 1.119 -1.779
H 0.120 -0.560 -2.015
H -1.764 1.074 0.613
H -2.056 0.239 -1.026
H -1.106 1.783 -0.836
H 1.766 -0.492 -1.444
H 0.916 1.281 1.313
*
```

Kohn-Sham gap, hartree: 0.366
Energy relative to the best compared isomer or geometry (same formula, charge and spin), kJ/mol: 376.77

---

Entry from the Open Molecules 2025 dataset: a molecular structure, C45H44N6O3S3W in a non-equilibrium geometry (wB97M-V/def2-TZVPD).

The geometry in ORCA input format:
```
! RIJCOSX wB97M-V def2-TZVPD def2/J DEFGRID3
* xyz 2 3
W 0.186 0.971 0.203
S 3.022 -0.649 3.507
S 0.316 -0.217 3.224
S 3.129 -0.120 0.132
O -1.781 -1.039 -1.955
O -1.560 1.989 1.292
O 0.205 2.392 -0.853
N 1.727 0.334 3.696
N 1.708 -0.004 -0.468
N 3.073 -1.595 2.350
N -3.774 -0.439 -0.999
N 0.085 -0.196 1.722
N -1.753 0.461 -0.260
C 5.184 -2.641 -3.009
C -0.149 -2.074 5.210
C 3.250 -3.066 7.339
C 6.603 1.108 3.049
C 4.146 -0.552 -2.417
C -4.410 0.295 -0.056
C -3.058 1.277 4.803
C 5.157 3.435 -0.228
C -4.492 -1.268 -1.964
C 5.076 -3.092 -1.701
C 4.720 -1.380 -3.365
C 4.344 0.558 3.583
C 4.229 4.301 0.334
C 0.213 3.010 -2.162
C 6.375 2.407 3.484
C 3.559 -2.899 4.962
C -2.121 0.401 4.278
C 5.582 0.174 3.092
C -1.444 3.067 4.724
C -0.846 0.874 4.009
C 0.113 4.519 -2.001
C 0.146 -1.862 3.872
C 4.061 -1.014 -1.113
C 4.504 -2.274 -0.738
C -3.775 1.135 0.805
C 3.670 1.609 0.142
C -2.367 1.241 0.667
C 5.135 2.772 3.991
C 4.891 2.074 -0.309
C 2.749 2.465 0.734
C 3.621 -3.641 6.131
C -2.718 2.604 5.028
C 3.132 -1.584 5.034
C 4.109 1.843 4.049
C 1.518 2.580 -2.836
C -2.384 -0.395 -1.130
C 2.822 -1.745 7.390
C 0.124 -4.432 4.827
C 0.434 -2.903 3.000
C -0.169 -3.376 5.682
C 0.426 -4.197 3.492
C -0.497 2.201 4.207
C 3.026 3.814 0.832
C -0.991 2.439 -2.913
C 2.760 -0.990 6.230
H 3.955 -4.669 6.097
H -5.523 -1.402 -1.650
H 7.576 0.824 2.674
H 5.629 -3.279 -3.761
H -4.466 -0.796 -2.946
H 6.093 3.821 -0.607
H -3.996 -2.231 -2.046
H 5.731 -0.841 2.744
H 2.313 4.486 1.292
H 3.294 -3.651 8.248
H 0.651 -5.022 2.831
H -1.086 2.904 -3.892
H 0.663 -2.678 1.967
H 2.367 3.104 -2.392
H 7.171 3.138 3.437
H -4.053 0.923 5.032
H -0.802 4.772 -1.463
H -0.416 -3.564 6.717
H 3.817 -3.321 4.000
H -4.304 1.722 1.537
H 2.533 -1.304 8.334
H -3.452 3.281 5.444
H 0.096 5.007 -2.973
H -2.374 -0.633 4.079
H 4.800 -1.042 -4.389
H -5.486 0.184 -0.025
H 0.110 -5.446 5.204
H 4.365 -2.598 0.285
H 1.632 1.506 -2.684
H 2.418 0.037 6.241
H 1.491 2.790 -3.904
H 1.808 2.049 1.168
H 5.609 1.396 -0.754
H 0.966 4.892 -1.433
H 5.427 -4.078 -1.433
H -0.868 1.360 -3.032
H 3.761 0.424 -2.685
H -1.905 2.635 -2.349
H 3.134 2.101 4.435
H 4.967 3.780 4.345
H -1.195 4.106 4.887
H 4.441 5.360 0.388
H -0.365 -1.239 5.865
H 0.500 2.537 3.955
*
```

Kohn-Sham gap (alpha / beta), hartree: 0.277 / 0.227
Energy relative to the best compared isomer or geometry (same formula, charge and spin), kJ/mol: 304.37